The following is a quantum chemistry calculation of 2 unconnected molecules or ions with the total composition C3H10NO at a distorted geometry, from OMol25.

Positions of all 15 atoms, in Å:
C -0.92283 0.05499 1.46161
H 1.98152 0.16139 -1.39295
H 1.97572 0.42975 0.23499
O -0.91566 0.99944 -0.76306
H 0.51446 0.36029 -0.58808
H 1.30545 -1.72522 0.73976
H -1.44141 -0.43602 2.25268
N 1.49859 -0.05735 -0.52778
H -1.25961 1.85818 -1.01299
H 0.59738 -1.92968 -0.84716
H 2.38605 -1.98314 -0.64967
H -2.71096 0.68634 0.35338
C -1.64499 0.54447 0.38345
H 0.13152 0.31882 1.61078
C 1.45230 -1.53769 -0.30988

2S+1 = 2
HOMO energy (spin up / spin down) = -2.594 / -6.946 eV
E_LUMO (spin up / spin down) = 0.32 / 0.12 eV
Gap between HOMO and LUMO (spin up / spin down) = 2.9 / 7.1 eV

The following is a quantum chemistry calculation of a molecular structure, C35H37F6N2NaO6S2SbSi at a distorted geometry, from OMol25.

Positions of all 91 atoms, in Å:
C 1.40883 2.26421 -4.45954
H 3.83809 -1.17472 2.62291
H -2.27133 -5.23579 1.30879
H -0.84999 -0.45584 3.99353
H -1.05065 2.77225 -6.72622
C -1.76933 0.09936 3.85980
C 2.46556 1.00817 4.80648
H 1.03912 -4.28791 3.05629
H -3.06295 2.53879 1.96148
H 3.73322 -3.11572 -1.84900
C 3.14745 -0.44777 3.03557
C 1.63663 1.53293 -3.12547
H 0.35724 7.08653 1.40583
C 0.55222 5.20656 0.38409
N -1.88318 -1.88039 -0.93025
H -4.86472 0.37507 5.18020
C 0.03868 -4.35108 2.62812
F -1.14293 -0.98573 -3.12011
C -2.84989 -0.16266 4.68360
C 2.26112 3.40708 -6.39868
C -3.00124 1.78448 2.73219
O -2.21801 2.66780 -2.09343
H 0.56319 -4.30432 0.49771
C 0.05313 -3.69424 1.25423
C -0.05849 2.79537 -6.30174
H -2.84273 -4.71626 3.51725
F -3.46572 -3.65146 -1.77440
H 1.64336 -3.26579 -3.93979
H -2.78702 -0.93899 5.43996
H 4.21201 -0.23867 4.88730
H -0.88067 -3.91367 4.54354
N -1.31926 -3.44324 0.84177
O -0.47640 0.46980 0.38864
F -4.64670 -2.53740 -3.57291
F -3.74855 -0.55449 -2.09916
F -1.71143 -3.43392 -3.62008
H 0.98037 5.64789 -0.50730
H -1.00366 3.64006 3.51708
C -1.81900 1.06953 2.86932
S -1.23832 1.59681 -4.14983
Sb -2.84715 -2.05240 -2.89875
C 0.20281 6.01454 1.45359
O 1.17385 -3.57183 -1.42442
C 2.46261 2.84722 -5.14872
C -4.01438 0.57176 4.53804
C 0.35974 3.83755 0.45463
C -0.96952 -3.61042 3.49949
C -0.54981 4.07320 2.63470
C 2.60420 -1.39985 -1.27417
H 2.62419 1.42284 5.79736
C 1.14139 0.88963 2.78155
H -3.01160 -2.97828 3.19867
C 0.14388 2.25559 -5.03867
C -2.39964 -3.86023 2.99764
H 3.08181 3.87964 -6.92399
C -0.19074 3.24009 1.57984
H 0.84004 3.79240 -7.96455
Si -0.36001 1.33688 1.66291
C -4.08518 1.55304 3.56158
C -2.39548 -4.15957 1.48956
H -0.23603 -5.40554 2.55631
C 1.79768 -2.23833 -3.61666
H 0.56072 -2.72568 1.31141
C 3.35647 0.07543 4.30064
H -4.99592 2.13040 3.44491
H -0.63698 6.06600 3.42725
C 1.00228 3.36210 -6.98434
C -0.35479 5.44255 2.58393
C -1.58914 -2.64607 -0.11770
H -0.74284 -2.54604 3.44124
O 0.61675 1.00613 -2.63063
H 3.88131 -2.43241 -4.22481
H 4.68472 -1.60770 -1.89402
H 0.68763 2.13177 4.45841
F -2.95582 -1.23381 -4.68353
H 2.52978 -0.33344 -1.46400
H 0.63218 3.20919 -0.37758
H 3.38067 -0.78717 -3.77668
C 3.70168 -2.04738 -2.08575
C 3.26749 -1.84489 -3.53447
H 3.43808 2.84505 -4.68242
O 2.79503 1.49112 -2.70804
C 1.37498 1.40446 4.05089
S 1.07123 -2.16971 -1.91352
H -3.33443 -3.85641 1.02357
C 2.05047 -0.03899 2.29913
Na -1.10112 0.24061 -1.64338
O -1.40995 2.85267 -3.14707
H 1.20893 -1.57074 -4.23951
H 2.67083 -1.59966 -0.20980
H 1.86908 -0.42794 1.31221

2S+1 = 2
Net charge = -2
HOMO energy (spin up / spin down) = -2.907 / -2.974 eV
E_LUMO (spin up / spin down) = 3.87 / 3.87 eV
Gap between HOMO and LUMO (spin up / spin down) = 6.8 / 6.8 eV

The following is a quantum chemistry calculation of 7 unconnected molecules or ions with the total composition C14H18Cl18O7 at a distorted geometry, from OMol25.

Positions of all 57 atoms, in Å:
H -8.88255 -5.13883 -2.09539
H -0.31264 0.31462 0.22042
C -4.06171 -2.79860 0.41680
H 0.44599 7.09444 -4.50448
C 6.16732 4.86595 1.93904
H -1.61330 -1.71215 1.78587
Cl -1.30844 6.24637 -3.21212
C 2.27214 3.00383 -1.63212
H 0.35582 -0.18171 -1.36738
O -3.77091 -4.24722 2.11649
Cl 7.61498 1.24615 -5.14395
H -2.04323 0.50273 -1.51378
Cl 4.94214 2.92881 6.62841
C -3.97501 -4.92749 0.96864
C 6.66196 2.95320 6.23728
H -5.94618 -2.68461 -0.10229
O -2.62824 -0.90320 -0.10470
H 6.51369 -0.37913 -3.87598
Cl 7.61964 3.44586 7.63533
Cl 3.18611 3.57316 -0.23234
H -1.72957 -2.94518 3.03127
Cl -9.21048 -4.14628 -0.00269
Cl 7.19238 1.38438 5.63086
Cl 0.94092 4.81322 -4.35755
H -3.59446 -2.06960 -1.52326
C -3.43662 -2.88416 1.80406
H -4.60799 -1.00074 -0.58017
H -3.93174 -2.17356 2.45060
C -1.94013 -2.72191 1.99147
O -3.82420 -4.08320 -0.10675
C 6.31673 0.65913 -4.10353
Cl -7.69562 -3.12305 -2.25725
O -0.34930 -4.55849 1.87168
Cl 0.54639 2.93449 -1.26575
C -1.75536 -0.47711 -1.13067
H -0.12124 -1.40464 -0.18470
O -4.22294 -6.10788 0.86879
Cl 7.14296 5.40526 3.30894
Cl 2.87318 1.43327 -2.16432
C 0.37577 6.35806 -3.71625
H 2.41937 3.70766 -2.43536
C -1.09275 -3.65075 1.14980
O -5.45994 -2.74152 0.72321
C -0.34172 -0.41879 -0.57648
Cl 4.45661 4.83154 2.36798
Cl 6.28192 1.55470 -2.58310
C -3.73721 -1.64747 -0.52891
H 6.29972 5.57566 1.13404
Cl 6.70417 3.28468 1.37527
Cl 4.76212 0.74843 -4.93900
H -0.81971 -5.39475 1.91964
O -0.99938 -3.57344 -0.05128
Cl 1.40175 6.87798 -2.37795
H -1.76236 -1.16338 -1.97635
H 6.81449 3.68119 5.45407
Cl -6.88184 -5.58479 -0.96659
C -8.25150 -4.58111 -1.41754

2S+1 = 1
HOMO energy = -10.221 eV
E_LUMO = 0.27 eV
Gap between HOMO and LUMO = 10.5 eV

The following is a quantum chemistry calculation of a molecular structure, C26H32MoN8O2 at a distorted geometry, from OMol25.

Positions of all 69 atoms, in Å:
H -2.72164 5.66630 4.10090
C 1.31247 -2.04833 -0.48658
N 1.45849 0.38398 3.46756
H 3.58726 -1.83976 2.17054
H 5.17896 -0.33201 0.15657
H -2.81709 -0.57368 -3.04882
H 0.15060 0.77166 4.91738
H 1.86373 -6.83861 -0.32524
H -0.50594 1.57157 -8.27155
N -0.35505 1.00158 -5.11684
H -0.20828 -5.06143 -0.10596
N -0.52816 3.06101 -6.19447
H -3.44666 -2.30790 -1.29517
C 0.38539 0.97321 3.87460
N -0.45440 0.69639 -2.73354
C -1.08573 -2.63007 -0.65953
C 4.25089 -1.00888 1.94357
H -0.61369 3.61167 -7.03701
C -0.40179 0.94536 -3.89895
H 2.05759 1.62626 1.91820
H -3.42849 4.08554 1.92870
C -3.32885 1.14026 -1.79680
C -2.59760 3.48647 2.29157
C 3.69642 -1.46681 -0.44034
C 2.89036 -3.77177 0.11684
H 3.91679 -4.07189 0.30741
C -2.17772 3.64791 3.60729
H -0.90864 2.80002 5.08811
N -0.46079 1.09237 -7.38375
C -0.44976 1.74014 -6.23807
N 4.41836 -0.93316 0.47030
H -2.35783 4.66267 5.50495
H -3.88065 4.45867 4.63770
C -0.94559 1.77297 1.85717
H 3.94851 0.36437 3.54905
C -2.02114 2.54773 1.43203
C -3.42062 -0.34948 -2.17019
H -0.44962 3.56016 -5.32543
H 1.67282 -6.49792 1.38730
H 4.31714 1.14839 2.05359
Mo -0.53934 0.30851 -0.79398
C 2.19366 -6.18364 0.48181
C -1.19910 2.77228 4.04166
H 1.89645 -0.21964 4.15713
N -2.32888 1.40179 -0.71285
C 3.73059 0.33327 2.47917
C -3.05117 -1.32225 -1.05901
H -0.43262 0.08421 -7.39615
C 0.59495 -4.32988 -0.12485
N -1.56606 -1.44691 -0.87825
C 0.28574 -2.99400 -0.42464
C 2.23353 0.59857 2.22614
H 3.25924 -6.34420 0.63019
C 1.88681 -4.74424 0.15774
H -4.45420 -0.55228 -2.44776
H 5.23043 -1.22496 2.36461
H -1.80719 -3.44586 -0.64604
H -3.47829 -1.01670 -0.10402
H -4.29946 1.49310 -1.45504
C 2.61548 -2.44633 -0.21861
H -3.05707 1.72678 -2.67179
C -2.68786 2.25998 0.17629
C -0.54178 1.85323 3.19292
H -3.63100 2.78179 0.01840
O 1.06017 -0.76367 -0.74365
O -0.40757 0.89009 0.99217
H 3.93020 -1.16747 -1.46010
H 1.83986 -0.04966 1.44709
C -2.81562 4.66314 4.51833

2S+1 = 3
Net charge = +4
HOMO energy (spin up / spin down) = -18.546 / -19.041 eV
E_LUMO (spin up / spin down) = -11.85 / -11.76 eV
Gap between HOMO and LUMO (spin up / spin down) = 6.7 / 7.3 eV

The following is a quantum chemistry calculation of a molecular structure, C26H34MnNO7S, from OMol25.

Positions of all 70 atoms, in Å:
C -1.66165 -0.85366 3.20005
C -1.78103 4.18525 -0.42090
C 1.55233 1.04018 4.04963
C 2.96011 -2.65975 -3.03382
H -1.10598 -4.23373 2.37842
C 3.43303 -1.85511 -5.24905
H 0.86048 -4.47623 -2.14740
H 2.54259 0.99436 3.59863
C 1.01970 2.49518 4.09499
C -2.67652 1.90115 3.10501
O 0.22635 1.42480 2.19149
H 1.75290 3.19893 3.70429
C 2.39029 -0.40609 -3.63770
C 3.47129 -2.87183 -4.30658
Mn -1.49696 0.84216 0.82979
C -0.66681 -4.30252 1.39134
H -0.46826 3.32862 2.65568
S 0.13724 -0.68946 -1.41119
C -0.19644 2.41275 3.17285
O -2.02399 -0.57195 1.97546
C -0.39787 -3.36400 -0.81280
O -0.21952 -0.47219 0.06131
H -1.78735 2.16406 -3.22108
C 1.86155 -1.19173 -1.31269
O -2.57119 2.03401 1.79208
H -3.78200 1.69549 -1.75476
C -1.61151 3.08433 -2.66172
C 2.41376 -1.42814 -2.69044
H 0.85103 -0.51484 2.60750
H -1.62522 -2.51060 0.74179
H 3.90047 -3.83231 -4.56066
C 2.89384 -0.62115 -4.91103
H -3.93249 2.49193 -0.17277
C 0.18141 -5.34822 1.05342
C -3.58323 2.61386 -1.19745
O -1.88972 -1.91310 3.74082
C 0.52109 0.36870 3.14811
C -1.35836 1.68661 3.85844
H -4.15025 3.42292 -1.66155
H -2.13959 3.90169 -3.15563
H 0.73897 2.81822 5.09624
C -0.82168 0.21532 3.89304
H -0.66504 -0.12320 4.91437
H 0.74724 2.22890 -0.91729
C -0.66568 -2.27255 -1.80415
H 2.87133 0.17882 -5.63952
H -2.12889 4.07647 0.60538
H -1.52667 2.04817 4.87072
H 2.99506 -3.45150 -2.29525
H -0.54150 3.30299 -2.68618
H 0.40879 -6.11864 1.77893
H 1.59928 0.56650 5.02848
C 0.44155 -4.42280 -1.14913
H -0.70404 4.37011 -0.41523
C -2.08932 2.92198 -1.22056
H -1.72302 -2.00403 -1.85049
H 2.31788 -0.32119 -0.83799
O -3.71481 2.01902 3.70467
H 1.92490 -2.06807 -0.66790
H 2.27102 2.85867 -0.92012
H 3.82757 -2.02120 -6.24284
H -2.27540 5.05052 -0.86699
O -1.35031 1.82644 -0.68830
C 0.72791 -5.41368 -0.22112
N 1.71513 2.05560 -0.65079
H 1.98675 0.56288 -3.36692
C -0.96320 -3.31819 0.45998
H 1.37459 -6.23759 -0.49472
H -0.32907 -2.52187 -2.81262
H 1.70717 2.02353 0.36444

2S+1 = 5
HOMO energy (spin up / spin down) = -9.355 / -9.401 eV
E_LUMO (spin up / spin down) = -0.30 / 0.37 eV
Gap between HOMO and LUMO (spin up / spin down) = 9.1 / 9.8 eV

The following is a quantum chemistry calculation of a molecular structure, C16H19ClSc at a distorted geometry, from OMol25.

Positions of all 37 atoms, in Å:
H 1.20707 -1.64296 4.81647
C 2.02699 1.37212 -0.28496
H 2.01910 2.33256 0.20097
H 3.02799 0.02565 1.22629
H 1.09506 1.81614 -2.28605
C 1.52553 1.08843 -1.60560
C -1.24567 -0.64679 5.30348
H 0.00173 1.41647 6.58568
C -0.06400 0.27501 3.39034
H -1.65711 2.16463 -0.97944
H -0.95490 0.29266 -2.81136
H 2.74062 -1.92475 -0.65534
H 1.47904 -0.83288 -2.79448
C -1.77780 1.09352 -0.85763
Sc -0.28710 -0.54578 0.28928
H 0.88077 2.07538 5.18966
H -1.24654 -0.74162 6.39332
C -0.01893 0.13693 4.85440
C -0.13978 0.34968 2.19009
C -2.44172 0.42417 0.20922
C -2.49709 -0.96753 -0.09101
H 2.13925 -0.14103 4.93136
C 1.22515 -0.64220 5.26093
H -1.75964 -2.12489 -1.89506
Cl 0.12148 -2.73495 0.84947
H -2.17135 -0.15832 4.98653
H -2.81025 0.89202 1.10777
C -1.42195 0.10354 -1.84349
C 2.57581 0.15053 0.24462
C -0.00509 1.51481 5.49267
C 1.74337 -0.30601 -1.88338
C -1.85417 -1.18282 -1.36644
C 2.39951 -0.88631 -0.74033
H -2.99277 -1.74552 0.50318
H -1.22789 -1.65078 4.86699
H 1.25021 -0.74647 6.35017
H -0.88463 2.09194 5.20069

2S+1 = 1
Net charge = -1
HOMO energy = -3.793 eV
E_LUMO = 2.93 eV
Gap between HOMO and LUMO = 6.7 eV

The following is a quantum chemistry calculation of 2 unconnected molecules or ions with the total composition C2H3Br2NO3 at a distorted geometry, from OMol25.

Positions of all 11 atoms, in Å:
H 1.69649 1.81760 -1.41162
Br 3.33966 0.69119 -0.03195
O -3.44596 -2.57553 1.14152
C 0.46923 0.68723 -0.04963
N -2.48543 -2.92429 0.47984
O 0.44707 -0.21302 -0.92641
C 1.62847 1.63511 -0.33353
O -2.26071 -3.89546 -0.22241
Br -1.46759 1.67469 -0.05037
H 0.35038 0.60900 1.05744
H 1.72839 2.49349 0.34712

2S+1 = 1
HOMO energy (spin up / spin down) = -10.519 / -10.752 eV
E_LUMO (spin up / spin down) = -3.68 / -2.01 eV
Gap between HOMO and LUMO (spin up / spin down) = 6.8 / 8.7 eV

The following is a quantum chemistry calculation of a molecular structure, C50H50FIrN7O3P2S at a distorted geometry, from OMol25.

Positions of all 115 atoms, in Å:
C -1.83185 2.73592 4.49635
H -2.09614 -5.39260 -3.53037
C 5.69020 -1.19135 -1.49897
C 1.48253 -0.77279 1.50671
H 0.63015 0.18091 6.60196
F -4.79297 2.90113 2.43106
C -1.52090 1.37131 2.51334
H 1.24684 1.45317 -4.52181
H 5.42144 -1.95920 -4.59403
H 2.92305 0.25289 -0.31791
C 0.92649 0.62095 3.43699
H -2.47620 -4.99691 2.98967
H -2.76195 -7.35951 0.70344
C 0.62284 -2.77657 -2.88321
H -1.41869 -3.62963 -6.31050
H -3.54775 4.55303 7.53799
C -0.05401 3.15567 -4.46351
H 4.28429 -3.66891 1.11731
Ir -0.62413 -1.49064 -0.58674
H -1.96715 -0.81845 -3.17455
C 4.37556 -1.65236 -1.60728
C 5.98112 -2.51072 0.49544
C 6.20155 1.17428 -5.61071
H -5.52998 6.35522 6.28903
H -2.94386 -2.40042 -4.85224
H 6.61685 -2.86643 1.29512
C 0.14918 -1.43915 -3.64158
C -1.17221 -4.11109 -2.09488
C 0.50872 0.10463 2.23010
N -3.85052 4.00700 4.87476
H 7.48239 -1.22191 -0.33874
H -1.57744 1.56459 -1.27962
H -5.66604 5.66802 7.77460
H 6.91654 1.69979 -6.22967
C -1.09495 3.78907 -3.79123
H -6.95934 4.41645 6.14719
C -1.87859 -2.31143 -4.67626
O 1.05358 -1.58133 0.55254
C 0.81744 1.98550 5.42554
C 6.31055 -0.20189 -5.44765
H 1.83294 -3.99473 -4.26239
H -3.91520 -4.20554 2.31085
N 0.22533 1.48149 4.16723
C 0.74555 -1.41464 -5.04558
C -1.16230 2.01084 -2.17570
H 0.59409 -2.37248 -6.92341
P 0.49246 -0.21196 -2.31397
H -2.16844 5.09855 5.53195
C -3.10360 3.12612 4.09949
H -5.63454 3.45124 6.81897
N -2.71186 -5.20854 0.90730
H -5.58215 4.99702 4.17307
H -3.36029 6.30117 7.33511
H 5.10087 2.94738 -5.12244
H 3.39267 1.74974 -3.80391
H -1.46407 4.73950 -4.15349
H 1.86240 1.55770 -0.90519
C -0.93093 -3.15348 -5.46476
C 5.16446 1.87272 -5.01111
C 2.64493 0.84704 -1.18702
C -2.29409 -4.20686 0.13261
O 2.64619 -0.72817 1.81407
C 3.88323 -2.55720 -0.66654
H 0.61309 3.05091 5.50748
N -0.36277 -3.06750 -1.83603
C 4.32849 -0.17388 -4.07889
C -1.95455 -6.14309 -0.93435
C -3.57433 2.56852 2.88483
N -1.83376 -4.75235 -1.02208
H -0.76555 1.25601 6.73751
H 0.37768 3.60793 -5.34640
C -2.50625 -6.41270 0.25845
C -0.71873 0.49209 1.69746
H -1.46187 3.09721 5.44369
H -2.45601 3.72237 -2.13779
N 2.15947 -0.00781 -2.30295
H -0.18790 -5.21732 -5.08758
C -3.78611 5.40022 6.89749
N -5.28030 5.52791 6.83817
C 4.20559 1.20102 -4.26312
C -5.87741 4.30915 6.19512
C 0.23049 -2.27779 -5.90763
P 3.29436 -1.15078 -2.97164
H 7.12492 -0.74488 -5.90789
C 6.47689 -1.60950 -0.43667
C -1.31492 -4.66419 -3.35394
C 4.67732 -2.97229 0.38869
H 1.54930 -0.73859 -5.30315
C -3.27391 -5.08003 2.25364
O -1.13446 0.14934 0.53281
H -1.61425 -6.81089 -1.70524
H 6.09083 -0.48528 -2.21282
H -3.22066 1.36853 1.18644
H -5.75461 3.25189 4.36433
H 0.76143 1.66071 7.54341
C 0.84171 -3.82673 -3.84725
C -1.64991 3.21806 -2.65364
C -5.30114 4.13662 4.79523
C 5.35988 -0.88158 -4.70340
C -1.03808 1.86776 3.73703
C -0.36466 -4.33487 -4.47321
C -0.12224 1.37549 -2.85412
H -3.85623 -5.96990 2.47326
C -2.81768 1.73776 2.11972
H 1.90091 0.33188 3.81034
H 1.89539 1.87302 5.34170
S -2.42534 -2.54251 0.51508
C 0.43932 1.94972 -3.99898
C 0.32048 1.22518 6.64771
H 3.51922 1.40817 -1.51162
C -1.35446 -1.47296 -3.78626
C -3.25010 5.18326 5.48931
H -3.47974 6.06928 4.87908
H 1.56800 -2.53136 -2.37889
H 2.86893 -2.93443 -0.74526

2S+1 = 2
Net charge = +4
HOMO energy (spin up / spin down) = -15.718 / -15.612 eV
E_LUMO (spin up / spin down) = -11.55 / -11.96 eV
Gap between HOMO and LUMO (spin up / spin down) = 4.2 / 3.7 eV